No. 1
Computed, not measured: a 12-piece molecular cluster, C36H96O12 overall, with the ωB97M-V functional and the def2-TZVPD basis.

CARTESIAN COORDINATES (ANGSTROEM)
C1 0.56322 2.51094 -4.03753
C2 -0.69303 2.45901 -4.90822
C3 -0.66550 3.49265 -6.03085
O1 -0.84694 1.17491 -5.49644
H1 0.50943 1.83924 -3.18682
H2 0.64991 3.54777 -3.69685
H3 1.43408 2.29607 -4.65907
H4 -1.61075 2.57544 -4.30800
H5 -0.08314 3.05303 -6.84061
H6 -0.22223 4.41658 -5.65794
H7 -1.66801 3.73001 -6.38262
H8 -0.83197 0.48016 -4.81526
C4 -3.28929 5.15615 -0.53938
C5 -2.14685 4.14958 -0.54003
C6 -1.27157 4.28618 -1.76766
O2 -1.36195 4.28181 0.65025
H9 -2.78457 6.12188 -0.63482
H10 -3.87047 5.13637 0.38312
H11 -4.01907 5.00176 -1.33366
H12 -2.55170 3.13875 -0.43211
H13 -0.34181 3.73020 -1.61008
H14 -0.99179 5.32816 -1.94665
H15 -1.67346 3.87827 -2.69588
H16 -0.70088 4.97728 0.55663
C7 -3.42028 1.61384 2.45512
C8 -2.87583 2.64970 3.45366
C9 -2.95129 2.19549 4.87334
O3 -1.53652 3.00872 3.13599
H17 -4.49924 1.48351 2.55720
H18 -2.91144 0.64702 2.49374
H19 -3.24999 1.96676 1.43339
H20 -3.46688 3.55765 3.25649
H21 -3.98654 1.92205 5.11096
H22 -2.70629 2.92756 5.64101
H23 -2.38104 1.27096 4.99528
H24 -1.50484 3.28745 2.20219
C10 4.52491 1.73151 0.20567
C11 4.47902 3.15278 -0.33266
C12 3.05550 3.67203 -0.53172
O4 5.08392 3.98663 0.66486
H25 3.91467 1.13053 -0.47245
H26 4.05548 1.63745 1.18736
H27 5.54239 1.36939 0.34219
H28 5.00165 3.20833 -1.29606
H29 2.53089 2.96364 -1.18791
H30 3.08130 4.63409 -1.04619
H31 2.48723 3.73773 0.39399
H32 4.94752 4.91335 0.45327
C13 -1.29573 -3.55251 -4.24240
C14 -1.85000 -2.22684 -4.79047
C15 -3.33624 -2.26047 -5.11524
O5 -1.56264 -1.15635 -3.89785
H33 -0.22194 -3.42533 -4.12048
H34 -1.47862 -4.39105 -4.91403
H35 -1.80377 -3.74900 -3.29567
H36 -1.27409 -2.01754 -5.69239
H37 -3.94795 -2.68749 -4.31299
H38 -3.53465 -2.83211 -6.02105
H39 -3.70487 -1.23539 -5.18359
H40 -2.06045 -1.33110 -3.07352
C16 2.37684 -5.53512 2.87275
C17 1.47082 -4.41109 2.41193
C18 1.57522 -4.19173 0.89294
O6 0.09859 -4.79793 2.66517
H41 2.05676 -6.44350 2.35672
H42 2.32760 -5.66363 3.95284
H43 3.41682 -5.32287 2.62161
H44 1.66170 -3.44719 2.88195
H45 2.58391 -3.87408 0.60437
H46 0.88777 -3.42422 0.54104
H47 1.42193 -5.11230 0.32335
H48 0.01566 -5.71707 2.39295
C19 0.68413 -0.74753 -1.13491
C20 0.25756 -0.18117 0.22017
C21 0.23845 1.34503 0.19178
O7 -1.05381 -0.65162 0.54020
H49 1.74647 -0.56169 -1.31293
H50 0.05086 -0.24841 -1.86623
H51 0.61047 -1.83449 -1.13081
H52 0.96001 -0.54672 0.97618
H53 -0.43038 1.70155 -0.59083
H54 1.23962 1.72093 -0.02490
H55 -0.10455 1.72625 1.15477
H56 -0.99687 -1.32159 1.24599
C22 -3.40242 -2.99258 2.44300
C23 -2.46074 -2.37898 3.46094
C24 -2.37495 -3.14719 4.76071
O8 -1.12005 -2.26627 2.89802
H57 -4.36481 -3.11832 2.94979
H58 -3.05464 -3.93930 2.03262
H59 -3.62452 -2.30480 1.62922
H60 -2.71626 -1.32783 3.61798
H61 -1.89997 -2.60451 5.57723
H62 -1.84189 -4.08988 4.60829
H63 -3.35447 -3.45525 5.13784
H64 -0.79398 -3.19049 2.87806
C25 1.57707 -1.46817 -5.27580
C26 2.84437 -0.78151 -5.79241
C27 4.07380 -1.34347 -5.12575
O9 2.83605 -0.92893 -7.20266
H65 1.56246 -1.41849 -4.18343
H66 1.51461 -2.52530 -5.54287
H67 0.64438 -1.02208 -5.61243
H68 2.80414 0.29361 -5.57194
H69 3.96007 -1.61643 -4.07256
H70 5.00794 -0.77756 -5.15880
H71 4.31704 -2.32172 -5.56501
H72 3.72793 -0.83186 -7.55228
C28 -4.76471 -0.24260 -0.14030
C29 -4.00379 -0.33365 -1.46600
C30 -3.30120 1.00020 -1.70203
O10 -3.07629 -1.40864 -1.36759
H73 -5.56529 0.50464 -0.20391
H74 -4.15425 0.14880 0.68289
H75 -5.18023 -1.18000 0.22476
H76 -4.76868 -0.58500 -2.19996
H77 -3.97057 1.85474 -1.60765
H78 -2.78784 1.06713 -2.66562
H79 -2.47391 1.11284 -0.99575
H80 -2.33340 -1.18185 -0.76996
C31 3.71696 -1.38420 1.95509
C32 4.50141 -1.31044 3.24264
C33 4.72382 0.11529 3.71957
O11 3.82455 -2.09463 4.23143
H81 2.75905 -0.85355 1.99061
H82 3.46095 -2.36131 1.54117
H83 4.25310 -0.89368 1.13174
H84 5.48263 -1.78223 3.14589
H85 5.47435 0.58838 3.08249
H86 5.12245 0.12609 4.73551
H87 3.81363 0.71850 3.74776
H88 2.97274 -1.66998 4.42061
C34 1.58820 0.03057 6.37843
C35 0.53905 -0.37055 5.33450
C36 0.56982 0.47045 4.05670
O12 0.84975 -1.70938 4.92936
H89 1.37487 -0.47451 7.32015
H90 1.70867 1.11026 6.46495
H91 2.58185 -0.33836 6.10668
H92 -0.45460 -0.31241 5.80190
H93 1.57722 0.46312 3.63645
H94 0.21140 1.49279 4.19984
H95 -0.08458 0.06730 3.27784
H96 0.18114 -1.85183 4.23744

Results
LUMO level	0.499	eV
E_HOMO	-9.623	eV
total charge	0
spin multiplicity	1
SMILES	CC(C)O.CC(C)O.CC(C)O.CC(C)O.CC(C)O.CC(C)O.CC(C)O.CC(C)O.CC(C)O.CC(C)O.CC(C)O.CC(C)O

Atomic partial charges in e from the Löwdin method, atoms 1 to 99: atom 1 (C): -0.051, atom 2 (C): -0.498, atom 3 (C): -0.041, atom 4 (O): -0.068, atom 5 (H): 0.062, atom 6 (H): 0.065, atom 7 (H): 0.081, atom 8 (H): 0.109, atom 9 (H): 0.086, atom 10 (H): 0.074, atom 11 (H): 0.077, atom 12 (H): 0.043, atom 13 (C): -0.040, atom 14 (C): -0.476, atom 15 (C): -0.044, atom 16 (O): -0.067, atom 17 (H): 0.082, atom 18 (H): 0.078, atom 19 (H): 0.083, atom 20 (H): 0.092, atom 21 (H): 0.058, atom 22 (H): 0.092, atom 23 (H): 0.069, atom 24 (H): 0.109, atom 25 (C): -0.051, atom 26 (C): -0.486, atom 27 (C): -0.051, atom 28 (O): -0.072, atom 29 (H): 0.088, atom 30 (H): 0.064, atom 31 (H): 0.061, atom 32 (H): 0.136, atom 33 (H): 0.084, atom 34 (H): 0.083, atom 35 (H): 0.068, atom 36 (H): 0.036, atom 37 (C): -0.063, atom 38 (C): -0.474, atom 39 (C): -0.070, atom 40 (O): -0.056, atom 41 (H): 0.072, atom 42 (H): 0.070, atom 43 (H): 0.084, atom 44 (H): 0.136, atom 45 (H): 0.061, atom 46 (H): 0.079, atom 47 (H): 0.084, atom 48 (H): 0.081, atom 49 (C): -0.038, atom 50 (C): -0.482, atom 51 (C): -0.046, atom 52 (O): -0.095, atom 53 (H): 0.059, atom 54 (H): 0.080, atom 55 (H): 0.080, atom 56 (H): 0.123, atom 57 (H): 0.079, atom 58 (H): 0.079, atom 59 (H): 0.081, atom 60 (H): 0.058, atom 61 (C): -0.039, atom 62 (C): -0.445, atom 63 (C): -0.048, atom 64 (O): -0.080, atom 65 (H): 0.083, atom 66 (H): 0.088, atom 67 (H): 0.088, atom 68 (H): 0.118, atom 69 (H): 0.068, atom 70 (H): 0.064, atom 71 (H): 0.086, atom 72 (H): 0.097, atom 73 (C): -0.035, atom 74 (C): -0.452, atom 75 (C): -0.019, atom 76 (O): -0.074, atom 77 (H): 0.078, atom 78 (H): 0.065, atom 79 (H): 0.071, atom 80 (H): 0.112, atom 81 (H): 0.057, atom 82 (H): 0.056, atom 83 (H): 0.075, atom 84 (H): 0.062, atom 85 (C): -0.027, atom 86 (C): -0.433, atom 87 (C): -0.037, atom 88 (O): -0.115, atom 89 (H): 0.087, atom 90 (H): 0.091, atom 91 (H): 0.056, atom 92 (H): 0.126, atom 93 (H): 0.077, atom 94 (H): 0.086, atom 95 (H): 0.084, atom 96 (H): 0.057, atom 97 (C): -0.050, atom 98 (C): -0.487, atom 99 (C): -0.070

No. 2
Computed, not measured: C9H19N6O3SV as an isolated structure, with the ωB97M-V functional and the def2-TZVPD basis.

CARTESIAN COORDINATES (ANGSTROEM)
V1 -0.10375 -2.18395 0.63824
S1 1.14755 -2.79190 -1.53788
C1 2.05647 -1.61317 -0.74775
N1 3.13099 -1.00604 -1.27937
C2 3.78688 0.03592 -0.67653
C3 3.33869 0.46395 0.53427
C4 2.24886 -0.21294 1.11060
N2 1.63314 -1.21901 0.49606
H1 3.43118 -1.33180 -2.19121
H2 4.62413 0.44617 -1.21502
H3 3.82378 1.27495 1.05124
H4 1.87602 0.04411 2.09477
O1 -0.65223 -2.34419 2.53195
N3 0.00213 -3.41241 2.75291
O2 0.59610 -3.70426 1.68160
N4 -1.94583 -3.32091 0.18282
H5 -2.69354 -2.67608 -0.06945
H6 -2.28855 -3.89428 0.95217
H7 -1.82202 -3.94401 -0.61535
C5 -1.45945 2.62775 -1.78549
N5 -1.05452 1.26789 -1.45083
C6 -1.08736 0.34850 -2.58562
C7 -0.99625 0.75130 -0.20445
O3 -1.07702 -0.50421 -0.05926
N6 -0.90802 1.51035 0.90344
C8 -1.31721 0.92798 2.17786
C9 -0.57921 2.92325 0.99296
H8 -1.78626 2.61832 -2.82306
H9 -0.64666 3.34528 -1.71313
H10 -2.30133 2.95678 -1.17483
H11 -0.53445 0.79844 -3.40944
H12 -2.11641 0.18069 -2.90780
H13 -0.62681 -0.59916 -2.32620
H14 -1.03093 -0.12073 2.27158
H15 -2.39762 1.01077 2.31555
H16 -0.82624 1.48379 2.97448
H17 -0.15946 3.30586 0.07209
H18 0.17245 3.04460 1.77329
H19 -1.45726 3.51237 1.26480

Results
LUMO level (spin up / spin down)	-3.884 / -3.493	eV
E_HOMO (spin up / spin down)	-9.400 / -9.976	eV
total charge	+1
spin multiplicity	2

Population analysis type Löwdin, resulting atomic charges in e: atom 1 (V): 0.707, atom 2 (S): 0.754, atom 3 (C): -0.771, atom 4 (N): 0.092, atom 5 (C): -0.037, atom 6 (C): -0.025, atom 7 (C): -0.064, atom 8 (N): -0.071, atom 9 (H): 0.161, atom 10 (H): 0.134, atom 11 (H): 0.117, atom 12 (H): 0.131, atom 13 (O): -0.231, atom 14 (N): -0.126, atom 15 (O): -0.207, atom 16 (N): 0.037, atom 17 (H): 0.072, atom 18 (H): 0.075, atom 19 (H): 0.070, atom 20 (C): -0.036, atom 21 (N): -0.104, atom 22 (C): -0.024, atom 23 (C): -0.445, atom 24 (O): -0.116, atom 25 (N): -0.109, atom 26 (C): -0.011, atom 27 (C): -0.037, atom 28 (H): 0.095, atom 29 (H): 0.082, atom 30 (H): 0.106, atom 31 (H): 0.099, atom 32 (H): 0.106, atom 33 (H): 0.048, atom 34 (H): 0.055, atom 35 (H): 0.110, atom 36 (H): 0.097, atom 37 (H): 0.066, atom 38 (H): 0.095, atom 39 (H): 0.106

No. 3
Computed, not measured: a 2-piece molecular cluster, C18H21FN3 overall, with the ωB97M-V functional and the def2-TZVPD basis.

CARTESIAN COORDINATES (ANGSTROEM)
F1 3.91080 -2.60537 4.37269
C1 2.70354 -2.07556 3.98692
C2 1.77932 -1.73133 4.97466
C3 0.54894 -1.19173 4.56070
C4 0.30534 -0.93400 3.21731
C5 1.28443 -1.22029 2.20542
C6 1.01443 -0.84730 0.86630
C7 1.83770 -1.03538 -0.27656
C8 1.23144 -1.02081 -1.57394
C9 1.95784 -1.23785 -2.73434
C10 3.34200 -1.47117 -2.65566
C11 3.98653 -1.42371 -1.40711
C12 3.26386 -1.16327 -0.24943
C13 2.46637 -1.90699 2.63210
H1 2.00586 -1.89697 6.02590
H2 -0.21970 -0.96762 5.30228
H3 -0.65128 -0.51818 2.88413
H4 0.07791 -0.33279 0.71437
H5 0.15568 -0.82352 -1.59008
H6 1.44848 -1.23966 -3.70206
H7 3.90757 -1.68972 -3.56033
H8 5.06319 -1.59181 -1.33045
H9 3.78605 -1.01570 0.69997
H10 3.17336 -2.28694 1.90190
C14 -0.20538 2.15404 -2.28592
N1 -1.55463 2.05685 -1.79498
C15 -2.58796 2.90670 -2.31909
C16 -3.83916 2.43759 -1.59579
N2 -3.38399 1.32988 -0.80569
C17 -4.30703 0.60713 0.02166
C18 -2.03382 1.10903 -0.93626
N3 -1.32753 0.16680 -0.37659
H11 0.41341 1.43496 -1.75449
H12 -0.18422 1.93528 -3.36516
H13 0.17148 3.17522 -2.12765
H14 -2.37020 3.96320 -2.10919
H15 -2.68343 2.79264 -3.41028
H16 -4.25444 3.22492 -0.95389
H17 -4.63593 2.11689 -2.27882
H18 -3.79819 -0.25452 0.44301
H19 -4.68334 1.24162 0.83146
H20 -5.15450 0.27504 -0.58510
H21 -1.96081 -0.44559 0.13809

Results
LUMO level	-5.521	eV
E_HOMO	-11.243	eV
total charge	+1
spin multiplicity	1

Population analysis type Löwdin, resulting atomic charges in e: atom 1 (F): 0.062, atom 2 (C): -0.213, atom 3 (C): 0.058, atom 4 (C): -0.033, atom 5 (C): 0.015, atom 6 (C): -0.162, atom 7 (C): 0.127, atom 8 (C): -0.163, atom 9 (C): -0.016, atom 10 (C): -0.043, atom 11 (C): -0.017, atom 12 (C): -0.043, atom 13 (C): -0.005, atom 14 (C): 0.081, atom 15 (H): 0.138, atom 16 (H): 0.123, atom 17 (H): 0.126, atom 18 (H): 0.062, atom 19 (H): 0.087, atom 20 (H): 0.120, atom 21 (H): 0.121, atom 22 (H): 0.120, atom 23 (H): 0.112, atom 24 (H): 0.117, atom 25 (C): -0.027, atom 26 (N): -0.117, atom 27 (C): -0.122, atom 28 (C): -0.127, atom 29 (N): -0.123, atom 30 (C): -0.030, atom 31 (C): -0.389, atom 32 (N): 0.080, atom 33 (H): 0.061, atom 34 (H): 0.098, atom 35 (H): 0.098, atom 36 (H): 0.129, atom 37 (H): 0.130, atom 38 (H): 0.128, atom 39 (H): 0.128, atom 40 (H): 0.073, atom 41 (H): 0.098, atom 42 (H): 0.098, atom 43 (H): 0.043

No. 4
Computed, not measured: a 2-piece molecular cluster, C6H14O2 overall, with the ωB97M-V functional and the def2-TZVPD basis.

CARTESIAN COORDINATES (ANGSTROEM)
C1 1.50474 1.16252 0.83572
C2 0.61521 0.13101 0.19275
O1 0.58421 -1.18009 0.77893
C3 1.09804 -1.06977 -0.51487
C4 2.55009 -1.38496 -0.75659
O2 0.31174 -1.61854 -1.52036
H1 1.73315 1.95010 0.11785
H2 1.00696 1.59745 1.70120
H3 2.44118 0.72580 1.17829
H4 -0.28487 0.61082 -0.38051
H5 2.89638 -0.84361 -1.63364
H6 3.14797 -1.12198 0.11022
H7 2.65454 -2.45183 -0.94207
H8 -0.60114 -1.66748 -1.21454
C5 -2.36307 0.31057 0.91691
C6 -2.64639 0.97987 -0.39457
H9 -1.30420 0.61247 1.21614
H10 -2.25499 -0.76635 0.82369
H11 -3.10846 0.54443 1.68171
H12 -1.64959 0.94502 -0.99267
H13 -3.45703 0.49927 -0.93673
H14 -2.87447 2.03528 -0.26687

Results
LUMO level	0.927	eV
E_HOMO	-9.716	eV
total charge	0
spin multiplicity	1
SMILES	C[C@@H]1O[C@@]1(C)O.CC

Population analysis type Löwdin, resulting atomic charges in e: atom 1 (C): -0.025, atom 2 (C): -0.303, atom 3 (O): 0.051, atom 4 (C): -0.572, atom 5 (C): 0.024, atom 6 (O): 0.052, atom 7 (H): 0.087, atom 8 (H): 0.078, atom 9 (H): 0.075, atom 10 (H): 0.115, atom 11 (H): 0.093, atom 12 (H): 0.081, atom 13 (H): 0.089, atom 14 (H): 0.104, atom 15 (C): -0.178, atom 16 (C): -0.173, atom 17 (H): 0.062, atom 18 (H): 0.065, atom 19 (H): 0.072, atom 20 (H): 0.071, atom 21 (H): 0.065, atom 22 (H): 0.065

Energy above the lowest of the compared OMol25 structures with the same formula, charge and spin list, top to bottom, in kcal/mol: 11.1, 10.5, 0.0, 52.0